Record 1
This record from the Open Molecules 2025 dataset describes a cluster of 3 separate species, C13H27ClIN4O2 in total. The level of theory is wB97M-V/def2-TZVPD.

The geometry in XYZ format:
```
48
Properties=species:S:1:pos:R:3:forces:R:3
C -2.9451 -2.4850 -1.2379 0.20 0.43 0.16
C -2.9546 -1.0050 -1.0242 -0.22 -0.24 -0.42
C -2.6361 -0.4887 0.2385 -0.01 0.29 -0.25
N -2.5940 0.7970 0.5126 0.13 -0.14 0.14
N -2.8427 1.6211 -0.4675 -0.03 0.83 0.00
I -2.6715 3.6380 0.0184 -0.02 -0.31 -0.04
C -3.1721 1.2783 -1.7029 -0.01 -0.70 -0.09
C -3.2603 -0.0783 -2.0177 0.20 0.12 0.50
Cl -3.7060 -0.5048 -3.6001 -0.02 -0.08 -0.12
H -2.0701 -2.8966 -0.7437 0.13 -0.14 0.01
H -3.8145 -2.9392 -0.7715 -0.22 -0.06 -0.03
H -2.9204 -2.7192 -2.2907 -0.05 -0.20 -0.20
H -2.3767 -1.1484 1.0505 0.08 -0.02 0.25
H -3.3604 2.0424 -2.4352 0.01 0.24 -0.03
C 1.8042 0.5082 4.7796 0.05 0.06 -0.01
C 1.9286 -0.5422 3.6796 -0.14 0.00 0.17
C 1.0519 -0.2742 2.4502 0.19 -0.09 -0.07
O -0.3331 -0.5370 2.6342 -0.16 0.10 -0.13
C -1.0675 0.4907 3.2722 -0.10 -0.22 0.12
N 1.7017 -1.8683 4.2588 -0.07 0.01 -0.24
H 0.8995 0.3710 5.3717 -0.04 -0.02 -0.03
H 2.6463 0.4312 5.4653 -0.01 -0.04 0.01
H 1.7961 1.5193 4.3669 0.00 0.00 0.00
H 2.9615 -0.5171 3.3211 0.01 0.00 -0.07
H 1.3666 -0.9407 1.6464 -0.04 -0.02 -0.02
H 1.1885 0.7534 2.0859 0.00 0.04 0.07
H -0.7142 1.4836 2.9775 0.05 0.01 0.03
H -1.0437 0.3951 4.3591 0.11 0.11 0.01
H -2.1041 0.3861 2.9574 -0.05 0.05 0.05
H 1.9172 -2.5856 3.5725 0.09 0.00 0.07
H 0.7081 -1.9724 4.4435 0.02 0.02 0.10
C 2.8705 -0.4870 -2.4682 0.04 -0.05 -0.02
C 1.3493 -0.5850 -2.4386 0.12 0.10 0.05
C 0.6393 0.2498 -3.5120 -0.13 -0.11 0.00
O 0.5909 1.6389 -3.2588 -0.01 0.03 0.06
C 1.7585 2.3662 -3.6135 -0.06 0.09 0.04
N 0.8767 -0.2687 -1.0846 -0.17 0.03 -0.12
H 3.2265 0.4396 -2.0190 -0.04 0.06 -0.02
H 3.3087 -1.3064 -1.9003 -0.02 0.01 0.03
H 3.2513 -0.5419 -3.4887 0.00 0.01 0.00
H 1.0859 -1.6280 -2.6405 -0.05 0.00 -0.03
H -0.4089 -0.0662 -3.5376 -0.05 -0.02 -0.03
H 1.0584 0.0524 -4.5064 0.07 0.01 0.03
H 2.2187 1.9599 -4.5173 0.02 -0.03 0.00
H 2.4897 2.3734 -2.8033 0.06 -0.05 -0.04
H 1.4556 3.3936 -3.8077 -0.03 -0.01 -0.01
H -0.1212 -0.4539 -1.0221 0.06 -0.06 0.03
H 0.9655 0.7356 -0.9492 0.09 -0.02 0.06
```
Forces are in eV/Å.

Computed properties:
**E**: -1638.59025 a.u.
**2S+1**: 1
**Total charge**: +1

---

Record 2
This record from the Open Molecules 2025 dataset describes a cluster of 2 separate species, CH3F2N4 in total. The level of theory is wB97M-V/def2-TZVPD.

The geometry in XYZ format:
```
10
Properties=species:S:1:pos:R:3:forces:R:3
C -0.2791 0.9417 -1.0781 -2.29 -0.19 0.26
N -1.2321 -0.1363 0.8489 -1.34 -2.12 1.16
N 1.0641 1.1128 -1.2216 1.24 0.38 1.47
N -0.9240 0.5369 -0.0414 1.26 1.38 0.13
N 1.9137 1.4079 -0.4006 0.29 0.13 -0.71
F 1.4757 1.8679 0.8601 -0.81 -0.46 -0.80
F 1.4565 -1.1029 0.5482 1.76 -4.02 0.83
H -0.9467 1.0874 -1.9271 0.45 -0.04 -0.14
H -1.8907 0.0277 1.6892 1.25 0.96 -1.38
H 1.8945 -2.0323 0.7392 -1.82 3.98 -0.82
```
Forces are in eV/Å.

Computed properties:
**E**: -458.15061 a.u.
**ΔE to the lowest compared entry with this formula, charge and spin**: 7.22 kcal/mol
**2S+1**: 1
**Total charge**: +1

---

Record 3
This record from the Open Molecules 2025 dataset describes a cluster of 2 separate species, C3H3Cl3F2 in total. The level of theory is wB97M-V/def2-TZVPD.

The geometry in XYZ format:
```
11
Properties=species:S:1:pos:R:3:forces:R:3
C -0.6957 1.0098 -1.0255 2.61 -3.63 3.34
C 0.8471 -0.1074 -0.2409 -3.36 4.31 3.59
C 0.1578 -0.7605 0.9988 -0.75 0.23 -0.46
F -1.0857 2.0246 -0.3095 -0.10 1.72 0.44
F 1.1607 -0.9449 -1.1452 0.89 -2.36 -2.55
Cl -1.2253 -1.7799 0.5195 -0.08 -0.07 -0.27
Cl -0.5119 0.5300 2.0702 0.74 -0.51 -0.21
Cl 1.2434 -1.8199 1.8670 0.62 -0.03 0.36
H -0.1970 1.1558 -1.8850 1.36 1.40 -3.12
H -1.4347 0.2646 -1.0615 -0.90 -0.95 -0.16
H 1.7414 0.4280 0.2120 -1.03 -0.11 -0.98
```
Forces are in eV/Å.

Computed properties:
**E**: -1696.32134 a.u.
**ΔE to the lowest compared entry with this formula, charge and spin**: 62.60 kcal/mol
**2S+1**: 1

---

Record 4
This record from the Open Molecules 2025 dataset describes a structure of composition C30H30Br2N2O2Ru. The level of theory is wB97M-V/def2-TZVPD.

The geometry in XYZ format:
```
67
Properties=species:S:1:pos:R:3:forces:R:3
Ru -0.0719 1.0463 -2.4748 0.30 0.92 0.59
Br 3.2982 6.1365 1.6439 0.03 0.07 0.07
C 2.7656 4.7869 0.4398 0.01 -0.01 -0.02
C 3.7251 3.9266 -0.0879 0.03 -0.05 -0.02
C 3.3179 2.9316 -0.9620 0.21 -0.05 0.08
C 1.9896 2.7872 -1.3147 -0.23 -0.49 -0.30
O 1.6754 1.7629 -2.1564 -0.12 0.28 0.04
C 1.0095 3.6740 -0.8069 -0.41 0.10 -0.18
C -0.3590 3.6615 -1.1662 0.10 -0.17 -0.07
N -0.9348 2.7654 -2.0476 0.11 -0.17 -0.10
C -2.2553 2.8689 -2.4376 0.23 0.05 0.09
C -3.0839 3.9575 -2.2500 -0.26 0.12 -0.08
C -4.4256 3.9142 -2.6865 0.15 0.12 0.09
C -4.9563 2.8126 -3.2944 0.02 -0.09 -0.03
C -4.1341 1.6764 -3.4971 -0.01 0.06 0.00
C -4.5747 0.4892 -4.1064 -0.16 -0.07 -0.08
C -3.7223 -0.5739 -4.2649 0.02 -0.03 -0.02
C -2.4104 -0.4616 -3.8088 -0.04 0.02 -0.02
N -1.9554 0.6388 -3.2259 -0.32 0.27 -0.05
C -2.7959 1.7164 -3.0670 0.09 -0.25 -0.06
C 1.4439 4.6760 0.0920 0.00 0.03 0.05
H 4.7657 4.0375 0.1819 -0.01 -0.01 -0.02
H 4.0329 2.2412 -1.3910 0.01 0.03 0.02
H -0.9972 4.4101 -0.7191 -0.09 -0.07 0.05
H -2.7106 4.8618 -1.7930 -0.01 0.00 0.00
H -5.0466 4.7873 -2.5339 0.03 0.00 0.01
H -5.9874 2.7919 -3.6217 0.03 -0.01 0.00
H -5.6002 0.4258 -4.4531 0.04 0.00 0.01
H -4.0426 -1.4900 -4.7409 0.00 0.02 0.02
H -1.7074 -1.2741 -3.9204 0.00 -0.05 -0.01
H 0.7192 5.3688 0.5012 0.00 -0.03 -0.02
C 1.3112 -5.6414 0.8010 -0.03 -0.03 -0.02
C 2.0695 -4.4881 1.4802 -0.04 0.09 -0.06
C 3.5445 -4.5248 1.0459 0.05 0.01 -0.01
C 1.9953 -4.6706 2.9959 0.00 0.00 0.03
C 1.4556 -3.1722 1.0263 0.01 -0.01 -0.06
C 1.4650 -2.8557 -0.3673 0.08 -0.20 0.34
C 0.9187 -1.6973 -0.7761 -0.14 0.19 0.09
Br 0.8965 -1.3168 -2.6382 0.15 -0.41 -0.18
C 0.2949 -0.7326 0.1182 0.15 -0.12 0.16
O -0.2155 0.3223 -0.3158 -0.08 -0.02 -0.13
C 0.3082 -1.0558 1.5405 0.06 0.00 -0.09
C 0.8803 -2.2590 1.9130 0.06 -0.06 -0.11
C -0.2429 -0.1427 2.6396 0.02 -0.05 -0.12
C 0.9166 0.1809 3.6011 0.00 0.01 0.05
C -1.3427 -0.9167 3.3894 -0.02 0.00 0.05
C -0.8429 1.1918 2.1793 0.00 0.00 0.02
H 1.7438 -6.5922 1.1171 -0.01 0.03 -0.01
H 1.3797 -5.5943 -0.2880 0.00 0.00 0.05
H 0.2553 -5.6399 1.0793 0.03 0.01 0.00
H 3.9950 -5.4592 1.3848 -0.01 0.02 -0.01
H 4.1085 -3.6987 1.4836 -0.02 -0.02 0.00
H 3.6582 -4.4809 -0.0392 -0.01 0.01 0.04
H 2.4492 -5.6255 3.2624 -0.01 0.02 -0.01
H 0.9642 -4.6869 3.3564 0.03 0.00 -0.02
H 2.5414 -3.8885 3.5286 -0.01 -0.02 -0.02
H 1.9034 -3.5408 -1.0816 -0.01 0.02 0.05
H 0.8928 -2.5043 2.9633 -0.01 -0.01 0.00
H 1.3498 -0.7123 4.0542 -0.03 0.03 -0.02
H 0.5419 0.8148 4.4065 0.02 -0.02 -0.01
H 1.7115 0.7243 3.0859 -0.03 -0.01 0.00
H -0.9766 -1.8425 3.8364 0.00 0.04 -0.02
H -2.1723 -1.1631 2.7230 0.03 0.01 0.01
H -1.7310 -0.2898 4.1940 0.00 -0.02 -0.02
H -0.1198 1.8237 1.6645 0.02 -0.02 0.01
H -1.1726 1.7186 3.0770 -0.01 0.02 -0.03
H -1.7063 1.0624 1.5284 0.01 -0.03 0.01
```
Forces are in eV/Å.

Computed properties:
**E**: -6663.82219 a.u.
**ΔE to the lowest compared entry with this formula, charge and spin**: 0.00 kcal/mol
**2S+1**: 6
**Total charge**: +1
**⟨S²⟩**: 8.844

---

Which largest force on an atom belongs to each record? In order, 0.83, 4.46, 6.54, 1.14 eV Å⁻¹.